Record 1
Molecular formula: C7H11F3O3S2
Method: DFT, wB97M-V/def2-TZVPD

The orbital gap is 10.6 eV. As for the total energy: -43397.8539 eV. The value obtained for the LUMO energy is 0.4 eV. As for the HOMO energy: -10.2 eV. For the energy relative to the best compared isomer or geometry (same formula, charge and spin), the calculation gives 52.88 kcal per mole.

Positions of all 26 atoms, in Å:
C 2.379590 -0.302247 0.960114
C 1.150033 -1.288956 0.866675
S -3.164358 1.587212 -0.112670
C 0.096150 -0.220142 0.546365
F -2.598898 -0.410782 -1.967287
F -4.176388 -0.864049 -0.707287
C 0.227706 0.582483 -0.778338
O -1.888268 -1.737327 1.587534
H 1.033256 -1.888820 1.698886
H 0.188705 -0.014813 -1.583874
H -0.440401 1.439364 -0.895262
F -1.287094 -1.839185 -0.689608
H -0.030310 0.577542 1.233610
H 1.651864 1.796650 -1.678285
C 2.610149 0.093797 -0.475974
C 1.587941 1.281737 -0.703462
H 1.722272 1.913643 0.071692
H 2.406424 -0.688849 -1.083885
S -1.719417 -0.733593 0.585021
O -4.510781 1.770930 0.407413
O -2.292141 0.973655 1.103291
H 2.187613 0.527196 1.520524
H 1.175893 -1.970504 0.099522
C -3.031794 -0.178269 -0.763392
H 3.575828 0.458764 -0.675112
H 3.146421 -0.865428 1.433787

Cartesian forces, eV/Å:
C -0.203 -4.021 -2.024
C -0.465 4.202 0.172
S -0.393 -0.279 1.482
C -2.970 0.773 -1.014
F 0.698 0.968 -1.007
F 0.188 0.427 1.046
C 1.127 2.339 3.644
O -1.298 0.827 0.945
H -0.826 -0.571 2.256
H -0.161 -2.108 -2.934
H -0.837 -0.548 0.344
F 0.139 -0.249 0.406
H 0.515 0.413 1.465
H 0.657 -0.041 0.477
C -0.248 4.026 1.546
C 0.315 -3.888 -3.867
H -0.009 2.369 2.388
H -0.511 -2.323 -2.128
S 1.680 -1.478 -2.116
O 0.206 -0.022 -0.728
O 0.770 -0.236 0.062
H -0.674 2.046 1.835
H 0.610 -1.306 -2.216
C -0.927 -1.349 -0.077
H 1.496 0.323 -0.130
H 1.120 -0.293 0.173

=====

Record 2
Molecular formula: C24H40BN6Pb
Method: DFT, wB97M-V/def2-TZVPD

The orbital gap is 4.9 eV. As for the total energy: -40389.3953 eV. Its charge is +1. The value obtained for the LUMO energy is -5.1 eV. As for the HOMO energy: -10.0 eV.

Positions of all 72 atoms, in Å:
C 27.853490 -21.910180 6.690450
C 27.215040 -23.262970 7.125560
C 26.089630 -25.283590 10.697730
C 26.921940 -24.207940 11.040650
H 28.355640 -20.611920 5.121560
H 22.498170 -24.583310 14.955360
Pb 22.026580 -22.677000 6.947400
H 24.129510 -22.833640 10.705240
C 20.184080 -19.612020 12.482090
N 24.586770 -23.176030 6.872810
H 27.899010 -22.086840 4.425040
B 22.636040 -21.963170 9.321040
C 24.698460 -18.911300 7.941700
H 27.592270 -24.098830 6.536370
H 27.340120 -21.137570 7.262830
C 26.384970 -26.813650 6.963530
H 17.469300 -21.862430 11.382800
C 21.379030 -24.985890 13.017880
N 21.973790 -22.921160 12.221260
H 23.835340 -25.169710 10.179580
N 24.891070 -23.474860 10.875400
H 21.606510 -21.711720 9.118400
C 26.345140 -18.008990 9.002820
N 22.382870 -25.301110 7.806170
H 23.280840 -22.376070 13.763230
C 18.656400 -20.164710 10.677920
H 24.826630 -26.807430 5.384450
C 18.486700 -21.714400 11.020740
C 22.578270 -23.135280 13.452740
H 27.179100 -26.699320 6.225710
H 21.008780 -25.990390 13.160350
H 27.967760 -24.270000 11.302980
H 26.219050 -25.829640 7.402050
H 24.213450 -27.778450 8.227800
C 25.080680 -27.337510 6.302370
C 25.751480 -23.202330 6.990760
H 19.113990 -21.930960 11.885440
C 24.806210 -24.770510 10.433450
C 22.146690 -24.260030 13.986670
C 23.898610 -27.411210 7.251020
H 22.753490 -23.035490 9.296970
C 20.058810 -19.654270 11.049460
H 25.284700 -28.321430 5.880010
H 26.405730 -26.314370 10.634690
H 20.071900 -18.689920 10.541560
H 26.565270 -27.466340 7.817680
H 27.082790 -17.290150 9.327710
H 27.566160 -23.555860 8.115030
H 26.645140 -20.917700 5.085180
H 26.440570 -19.698010 10.578560
H 20.834040 -24.181350 10.951220
H 25.340050 -16.856850 7.375050
H 17.813330 -19.606360 11.084830
H 18.582090 -20.125120 9.591170
C 25.998510 -19.232580 9.710010
C 27.611780 -21.402160 5.223040
H 23.148720 -28.116140 6.892070
H 23.856010 -19.208270 7.334670
N 20.360720 -19.616830 13.611130
H 22.813670 -21.641190 10.335440
H 18.798430 -22.291330 10.150060
C 26.145040 -23.116150 11.227550
H 23.307640 -21.592330 8.562300
N 24.985470 -19.783380 9.005010
C 25.456630 -17.770830 7.938480
C 21.365310 -24.115090 11.889170
C 23.067680 -26.224570 7.538120
H 22.190380 -22.098600 11.676650
H 26.402040 -22.191930 11.723710
H 20.872980 -20.211920 10.586590
H 24.419890 -20.594320 9.211370
H 28.898350 -21.768900 6.966890

Cartesian forces, eV/Å:
C -1.300 1.003 -0.637
C 0.880 0.393 -0.656
C -1.061 -0.579 -1.542
C 1.113 -0.718 0.987
H -0.144 0.284 -0.101
H -0.241 -0.285 -0.049
Pb 1.376 -0.758 1.762
H 0.265 -0.146 0.467
C 0.771 0.356 -0.115
N 2.213 0.215 0.029
H -0.475 -0.317 0.092
B -0.398 -0.323 -0.785
C -1.840 -1.383 -0.062
H -0.266 0.033 -0.508
H 0.049 0.015 0.452
C -1.505 0.250 -0.080
H -0.027 -0.506 -0.581
C 0.750 2.144 -1.334
N 0.983 -1.559 1.166
H 0.231 -0.169 0.044
N -1.454 0.712 -0.887
H -4.330 1.180 -1.011
C 0.190 -1.128 2.445
N 1.881 -2.223 -1.380
H -0.203 -0.104 0.525
C 0.089 -2.605 -0.613
H -0.099 0.539 0.162
C 0.177 2.051 0.568
C 0.119 3.376 -1.307
H 0.154 -0.502 0.292
H -0.211 0.221 -0.371
H -0.056 -0.074 0.023
H -0.121 0.088 0.030
H 0.057 -0.077 0.128
C 0.894 0.549 -0.703
C -2.123 -0.299 0.153
H 0.170 -0.293 -0.103
C 1.680 0.129 1.541
C 0.163 -2.403 0.965
C -0.934 -0.253 0.463
H 0.281 -4.277 -0.160
C -1.424 0.571 -1.067
H -0.159 -0.325 0.512
H -0.070 0.030 -0.215
H 0.543 0.498 0.706
H 0.737 -0.075 -0.252
H 0.114 -0.227 0.157
H -0.703 0.316 0.463
H -0.088 -0.436 -0.086
H -0.041 0.122 -0.121
H -0.036 -0.214 0.056
H 0.127 -0.368 -0.229
H 0.480 0.280 0.213
H -0.157 0.395 -0.087
C 1.227 2.564 -1.582
C 1.231 -0.086 0.819
H 0.068 -0.293 -0.097
H -0.064 0.244 -0.198
N -0.085 -0.038 0.653
H 1.015 1.625 2.724
H -0.331 -0.318 0.264
C 0.000 0.460 0.041
H 2.552 1.855 -2.950
N 0.162 1.652 -1.489
C 0.103 -1.554 1.039
C -1.145 -0.718 0.893
C -1.222 2.857 0.557
H -0.516 -0.697 0.092
H -0.225 0.132 -0.377
H -0.212 -0.332 0.200
H 0.432 0.319 0.104
H -0.012 -0.798 -0.050

=====

Record 3
Molecular formula: C4H8NO2
Method: DFT, wB97M-V/def2-TZVPD

The orbital gap is 7.4 eV. As for the total energy: -9864.2434 eV. Its charge is -1. The value obtained for the LUMO energy is 3.9 eV. As for the HOMO energy: -3.5 eV. For the energy relative to the best compared isomer or geometry (same formula, charge and spin), the calculation gives 12.53 kcal per mole.

Positions of all 15 atoms, in Å:
H -0.548248 2.458115 0.934215
C 0.340157 2.161182 0.369093
C -0.613615 -0.935088 -0.881099
H 1.307700 0.377574 -0.267148
C 1.274847 0.362783 1.878696
H 1.234372 2.706512 0.648754
H 0.704191 -0.383215 2.407173
O -0.071173 -2.044784 -0.755472
H 1.365691 1.235794 2.524670
O -1.188541 -0.434351 -1.873754
C 0.600834 0.663845 0.523212
N -0.618737 -0.115827 0.345186
H 2.269928 -0.097436 1.753928
H 0.013648 2.373403 -0.654390
H -1.396724 0.526072 0.319993

Cartesian forces, eV/Å:
H 0.322 0.085 0.615
C -0.681 -0.452 -0.573
C -0.519 -0.316 -0.081
H -0.108 -0.022 0.099
C 0.556 -0.379 -0.079
H -0.050 0.466 0.001
H -0.387 -0.196 0.143
O 0.383 0.073 -0.154
H 0.072 0.168 0.009
O -0.019 0.068 0.078
C 0.264 -0.174 0.165
N -0.015 0.275 0.308
H -0.172 0.368 -0.019
H 0.493 0.007 -0.105
H -0.138 0.028 -0.406

=====

Record 4
Molecular formula: C2H6O2S
Method: DFT, wB97M-V/def2-TZVPD

The orbital gap is 10.4 eV. As for the total energy: -17101.0063 eV. The value obtained for the LUMO energy is 0.5 eV. As for the HOMO energy: -9.9 eV. For the energy relative to the best compared isomer or geometry (same formula, charge and spin), the calculation gives 11.87 kcal per mole.

Positions of all 11 atoms, in Å:
H 0.119285 -0.094149 -2.923175
H -1.198430 -0.375052 -1.857577
S 0.939805 -1.391135 -1.137674
O 0.248607 1.306802 0.864487
C -0.418710 1.107792 2.021832
H -0.017326 0.288382 2.624975
O -1.305028 1.813789 2.385394
C -0.347868 -0.852705 -2.313115
H 0.232298 -2.136789 -0.279052
H -0.631498 -1.730822 -2.875378
H 0.194033 0.561574 0.244785

Cartesian forces, eV/Å:
H 0.245 -0.057 -0.354
H -0.311 -0.058 0.375
S 0.158 0.479 0.177
O -0.293 0.444 -0.393
C -0.101 0.083 -0.118
H -0.017 -0.296 0.085
O 0.044 0.076 0.161
C 0.284 -0.472 0.368
H -0.263 -0.029 -0.195
H -0.248 0.160 -0.385
H 0.502 -0.331 0.279